Entry 1:
{
  "formula": "C32H52N2O2PtSe",
  "method": "ωB97M-V with the def2-TZVPD basis set",
  "spin_multiplicity": 1,
  "total_energy_ev": -109695.89390,
  "e_lumo_ha": -0.0222,
  "symbols": ["Pt", "C", "C", "C", "C", "C", "C", "C", "Se", "C", "C", "C", "C", "C", "C", "O", "C", "C", "C", "C", "C", "C", "C", "C", "C", "O", "C", "C", "C", "C", "C", "C", "H", "H", "H", "H", "H", "H", "H", "H", "H", "H", "H", "H", "H", "H", "H", "H", "H", "H", "H", "H", "H", "H", "H", "H", "H", "H", "H", "H", "H", "H", "H", "H", "H", "H", "H", "H", "H", "H", "H", "H", "C", "C", "C", "C", "N", "N", "H", "H", "H", "H", "H", "H", "H", "H", "H", "H", "H", "H"],
  "xyz": [[-0.274203, -0.988368, -2.385603], [-2.531803, 4.826832, 1.160697], [-3.447403, 3.623432, 1.401497], [-3.289303, 3.182532, 2.863997], [-4.894703, 4.064532, 1.140797], [-3.105903, 2.444032, 0.506397], [-2.062803, 2.458432, -0.405303], [-1.777503, 1.343132, -1.166003], [-0.267403, 1.490532, -2.403803], [1.224597, 1.365332, -1.140703], [1.458997, 2.480332, -0.361803], [2.491997, 2.486632, 0.562597], [3.285497, 1.346832, 0.616197], [3.113897, 0.220332, -0.167603], [2.013697, 0.179532, -1.074103], [1.752197, -0.867468, -1.795203], [4.120797, -0.907268, 0.048097], [5.546597, -0.369368, -0.156503], [3.956997, -2.096468, -0.897503], [3.944797, -1.436868, 1.480597], [2.800997, 3.647932, 1.494097], [2.635197, 3.171532, 2.944997], [4.244897, 4.117032, 1.261097], [1.870697, 4.843032, 1.272197], [-2.537103, 0.147632, -1.090103], [-2.291703, -0.892368, -1.826003], [-3.623503, 0.144432, -0.162503], [-3.859703, 1.272632, 0.593697], [-4.506803, -1.091968, -0.060603], [-5.174003, -1.306668, -1.427003], [-5.609303, -0.959968, 0.995797], [-3.655603, -2.312568, 0.316497], [-2.824003, 5.642932, 1.819797], [-2.609903, 5.178232, 0.133797], [-1.496503, 4.573332, 1.377697], [-3.490703, 4.016232, 3.533597], [-2.273603, 2.833132, 3.040297], [-3.974303, 2.374932, 3.109097], [-5.135503, 4.933532, 1.749897], [-5.600803, 3.274332, 1.382697], [-5.022803, 4.330532, 0.093197], [-1.453003, 3.337932, -0.545203], [0.816897, 3.337032, -0.492303], [4.099097, 1.340332, 1.321497], [5.654897, 0.007832, -1.170703], [6.267197, -1.171668, -0.008303], [5.796197, 0.433232, 0.532697], [3.946397, -1.777068, -1.936003], [3.034197, -2.622168, -0.677303], [4.792497, -2.783068, -0.753003], [4.171697, -0.673068, 2.220197], [4.601397, -2.287368, 1.655597], [2.916097, -1.758568, 1.628397], [3.326097, 2.365432, 3.179797], [1.621497, 2.809032, 3.105697], [2.823597, 3.992732, 3.633597], [4.962697, 3.339132, 1.508497], [4.462097, 4.984032, 1.881497], [4.385997, 4.394032, 0.218197], [0.838697, 4.572532, 1.483397], [1.946597, 5.213432, 0.251997], [2.152397, 5.650032, 1.946997], [-4.679703, 1.256332, 1.289297], [-5.789703, -0.444868, -1.677903], [-5.806503, -2.191468, -1.409803], [-4.418203, -1.430568, -2.196203], [-6.295503, -0.149568, 0.759597], [-5.188503, -0.798068, 1.985797], [-6.182203, -1.884968, 1.021997], [-2.878703, -2.482668, -0.422403], [-4.281803, -3.200668, 0.376397], [-3.184803, -2.155568, 1.284997], [2.207197, -5.434368, -0.857103], [1.190497, -5.198768, -1.977303], [1.875297, -5.367468, -3.345403], [0.027897, -6.185168, -1.841803], [0.681897, -3.840968, -1.762103], [-0.337803, -3.388668, -2.645103], [2.375097, -6.495268, -0.700403], [1.838697, -4.997068, 0.068197], [3.158197, -4.973768, -1.103303], [2.367597, -6.334268, -3.398903], [2.621897, -4.585368, -3.482103], [1.154897, -5.312168, -4.161203], [0.403397, -7.203868, -1.837603], [-0.670703, -6.091668, -2.670903], [-0.500503, -6.002268, -0.908403], [1.450197, -3.173268, -1.807803], [-1.237103, -3.749468, -2.325003], [-0.189203, -3.672368, -3.619703]],
  "atomic_forces_ev_per_a": [[-0.3, 0.4, 0.8], [-0.2, -0.2, 0.0], [0.0, 0.1, 0.1], [0.0, 0.1, -0.1], [0.2, 0.0, 0.0], [0.3, 0.2, -0.2], [-0.3, 0.2, 0.3], [-0.1, -0.4, -0.2], [0.0, -2.5, 1.2], [0.2, -0.3, -0.2], [0.3, 0.1, 0.2], [-0.2, 0.1, -0.1], [-0.2, 0.1, -0.2], [-0.2, 0.0, -0.2], [-0.2, 1.5, 0.5], [-1.0, -1.3, -1.6], [0.1, -0.2, 0.1], [-0.2, -0.1, 0.1], [0.1, 0.1, 0.0], [0.1, 0.1, -0.1], [0.0, 0.1, 0.1], [0.0, 0.1, -0.2], [-0.2, 0.0, 0.0], [0.2, -0.3, 0.0], [0.2, 1.6, 0.5], [1.1, -1.2, -1.7], [0.1, -0.1, -0.2], [0.2, 0.0, -0.2], [-0.1, -0.2, -0.1], [0.1, 0.0, 0.1], [0.2, 0.0, -0.2], [0.0, 0.1, -0.1], [0.0, 0.1, 0.0], [0.1, 0.1, -0.1], [0.2, 0.0, 0.0], [0.0, 0.1, 0.1], [0.1, 0.0, 0.1], [-0.1, -0.1, 0.1], [-0.1, 0.1, 0.1], [-0.1, -0.1, 0.0], [-0.1, 0.0, -0.1], [0.0, 0.1, 0.1], [0.0, 0.2, 0.1], [0.2, 0.0, 0.1], [0.1, 0.1, -0.1], [0.1, -0.1, 0.0], [0.0, 0.1, 0.1], [0.0, -0.1, -0.1], [0.0, -0.1, 0.0], [0.1, -0.1, 0.1], [0.0, 0.1, 0.1], [0.1, -0.1, 0.0], [-0.1, -0.1, 0.1], [0.1, -0.1, 0.0], [-0.1, 0.0, 0.1], [0.0, 0.1, 0.1], [0.1, -0.1, 0.0], [0.1, 0.1, 0.1], [0.1, 0.0, -0.1], [-0.2, 0.0, 0.0], [-0.1, 0.1, -0.1], [0.0, 0.1, 0.0], [-0.2, 0.0, 0.1], [-0.1, 0.1, 0.0], [-0.1, -0.1, 0.0], [0.0, 0.0, -0.1], [-0.1, 0.1, 0.0], [0.0, 0.0, 0.1], [-0.1, -0.1, 0.0], [0.0, 0.0, 0.0], [-0.1, -0.1, 0.0], [0.1, 0.0, 0.1], [-0.2, 0.1, -0.1], [-0.1, -0.4, -0.1], [-0.2, 0.2, 0.3], [0.2, 0.3, 0.0], [0.2, 0.1, 0.2], [0.2, 1.4, 0.3], [0.0, -0.2, 0.0], [0.0, 0.0, 0.1], [0.2, 0.1, 0.0], [0.1, -0.1, -0.1], [0.1, 0.0, 0.0], [0.0, 0.0, -0.1], [0.0, -0.1, 0.0], [-0.1, 0.0, -0.1], [-0.1, 0.0, 0.1], [-0.2, 0.1, 0.0], [0.2, 0.2, -0.1], [0.0, 0.2, 0.3]]
}

=====

Entry 2:
{
  "formula": "C7H13N2",
  "method": "ωB97M-V with the def2-TZVPD basis set",
  "smiles": "C=C(C)C/[NH+]=C1/C[C@@H]1N",
  "spin_multiplicity": 1,
  "total_charge": 1,
  "total_energy_ev": -10439.83022,
  "e_lumo_ha": -0.1728,
  "symbols": ["C", "C", "C", "C", "N", "C", "C", "C", "N", "H", "H", "H", "H", "H", "H", "H", "H", "H", "H", "H", "H", "H"],
  "xyz": [[2.310137, 0.653592, 0.837408], [1.702345, -0.121798, 0.006049], [1.695077, 0.289031, -1.493322], [0.949991, -1.264831, 0.425342], [-0.268451, -1.432044, -0.386416], [-1.334857, -0.942793, 0.191345], [-2.709064, -0.558367, -0.276251], [-1.884970, 0.200740, 0.923361], [-1.456396, 1.559794, 0.630766], [2.384080, 0.276461, 1.884128], [2.752250, 1.526116, 0.511525], [1.244353, -0.496592, -2.090945], [2.608800, 0.476060, -1.934530], [1.122675, 1.207513, -1.821740], [1.523561, -2.176874, 0.357067], [0.673236, -1.149757, 1.527450], [-0.315034, -2.020395, -1.225568], [-3.488113, -1.251940, 0.030785], [-2.638818, -0.169977, -1.314130], [-2.345237, 0.186976, 1.964440], [-1.329530, 2.117737, 1.454134], [-1.160108, 1.956980, -0.218708]],
  "atomic_forces_ev_per_a": [[0.2, -1.4, 3.1], [0.1, 2.3, -3.7], [-2.8, -0.1, 0.4], [-0.3, -1.7, 1.5], [-1.6, 0.7, 2.6], [-0.7, -0.3, -2.6], [2.6, -0.6, 0.9], [-1.1, 2.3, -0.7], [-0.8, -2.0, 2.3], [0.0, 1.0, -0.6], [1.2, 1.7, -0.3], [0.0, -0.3, -0.2], [2.4, 0.1, -0.4], [0.2, -0.8, 1.1], [0.2, -0.5, -0.2], [0.1, -0.3, -1.6], [-0.1, 0.4, 0.5], [-0.2, 0.5, 0.0], [-0.6, -0.1, 0.8], [0.7, -0.7, -1.6], [0.2, 0.2, -0.1], [0.4, -0.2, -1.1]]
}

=====

Entry 3:
{
  "formula": "C5H17N2O",
  "method": "ωB97M-V with the def2-TZVPD basis set",
  "spin_multiplicity": 1,
  "total_charge": 1,
  "total_energy_ev": -10480.58162,
  "e_lumo_ha": -0.0934,
  "symbols": ["N", "C", "C", "N", "C", "C", "C", "H", "H", "H", "H", "H", "H", "H", "H", "H", "H", "H", "H", "H", "H", "H", "H", "H", "O"],
  "xyz": [[0.138127, 2.095335, -1.936379], [-0.985506, 2.376231, -1.106263], [-0.907114, 1.357860, 0.190677], [0.150970, 0.319274, -0.020565], [0.350576, -2.227323, -0.527400], [-0.503345, -1.060410, 0.019268], [-0.729476, -1.428254, 1.490088], [0.687825, 3.025690, -2.119069], [0.670593, 0.490961, -0.974799], [-0.074375, 1.897669, -2.915842], [-1.914454, 2.244434, -1.683839], [-1.139606, 3.410457, -0.643077], [-1.873194, 0.955802, 0.362302], [-0.701604, 2.018875, 0.922334], [0.746109, 0.217207, 0.861657], [-0.032550, -3.177902, -0.349669], [1.375094, -2.137686, -0.173037], [0.350874, -2.350142, -1.710144], [-1.501244, -1.033916, -0.636784], [0.223111, -1.075989, 2.078572], [-1.650683, -1.230169, 1.955769], [-0.639810, -2.514966, 1.345868], [3.441536, -0.460299, 1.732577], [2.079690, -1.124035, 2.289095], [2.438455, -0.588705, 1.548659]],
  "atomic_forces_ev_per_a": [[2.7, 3.4, -1.9], [-1.9, -0.5, 1.5], [0.0, 0.4, -4.2], [-0.4, -1.3, 0.4], [1.0, 2.0, -3.9], [-2.1, -0.9, -1.5], [2.7, -0.9, -0.6], [-0.9, -2.3, 0.9], [-0.8, 0.4, 2.0], [-0.6, -0.4, 0.5], [0.2, -0.4, 0.5], [1.0, -1.2, -0.9], [-0.6, -0.8, 0.1], [1.2, 1.5, 2.9], [0.2, 0.9, -2.0], [-0.9, -1.4, 1.2], [0.1, -0.2, 0.0], [0.3, 1.1, 2.1], [2.1, 0.2, 1.6], [-2.3, -0.7, -0.7], [-1.0, 0.8, 0.6], [-0.3, 0.3, 1.3], [-2.6, -0.4, -0.3], [0.9, 0.4, -0.5], [2.0, 0.0, 1.0]]
}

=====

Entry 4:
{
  "formula": "C4H10NO",
  "method": "ωB97M-V with the def2-TZVPD basis set",
  "smiles": "C=C[C@@H](O)[NH2+]C",
  "spin_multiplicity": 1,
  "total_charge": 1,
  "total_energy_ev": -7839.55812,
  "e_lumo_ha": -0.1165,
  "symbols": ["C", "C", "C", "O", "N", "C", "H", "H", "H", "H", "H", "H", "H", "H", "H", "H"],
  "xyz": [[-2.420057, 0.469935, 0.327151], [-1.361789, 0.138155, -0.326020], [-0.152186, -0.557793, 0.107094], [0.004974, -1.805833, -0.637989], [1.005241, 0.160741, -0.475313], [2.033152, 0.713966, 0.465106], [-3.308476, 0.797989, -0.210199], [-2.675165, 0.231620, 1.438606], [-1.397246, 0.263941, -1.475939], [-0.061035, -0.801877, 1.172948], [-0.799930, -2.383508, -0.445335], [0.699449, 0.884622, -1.140143], [1.509432, -0.580644, -0.964735], [1.816646, 1.746547, 0.723343], [2.027506, 0.110115, 1.397268], [3.079479, 0.612022, 0.044162]],
  "atomic_forces_ev_per_a": [[-3.3, -0.5, 3.2], [0.7, -0.1, -3.2], [-0.2, -1.9, -0.8], [-1.9, -0.3, 1.1], [1.8, 0.3, 0.5], [1.3, -0.3, 1.0], [0.3, 0.3, 0.1], [1.0, 0.6, -1.9], [0.2, -0.1, 1.8], [0.2, 0.7, -0.2], [1.5, 1.0, -0.4], [0.1, -0.4, 0.1], [-0.2, 0.0, -0.6], [0.0, 0.0, -0.1], [-0.1, 0.4, -0.7], [-1.4, 0.3, 0.2]]
}